<A>
{"formula": "C2H5N4O", "method": "wB97M-V/def2-TZVPD", "elements": ["H", "C", "H", "N", "H", "H", "N", "H", "N", "N", "C", "O"], "positions_angstrom": [[-2.50058, -0.31078, -0.77360], [0.96119, 0.66636, 0.50349], [1.30259, 2.35693, -0.10871], [-0.23580, 0.22435, 0.03358], [2.59532, -0.29948, 1.19282], [-2.12902, 0.33345, -2.11150], [1.63007, -0.44867, 0.91513], [0.82179, -2.44730, 1.11503], [-2.26450, 0.60072, -1.11760], [-0.35554, -1.02747, 0.23127], [0.72523, -1.47588, 0.81137], [1.49896, 1.85981, 0.68781]], "homo_lumo_gap_ha": [0.234, 0.234], "homo_ha": [-0.53616, -0.53616], "charge": 1, "e_lumo_ev": [-8.21, -8.21]}

<B>
{"formula": "C2H5N4O", "method": "wB97M-V/def2-TZVPD", "elements": ["H", "C", "H", "N", "N", "O", "C", "H", "H", "N", "H", "N"], "positions_angstrom": [[0.46970, 1.91783, 1.27350], [1.11510, 0.35953, 0.15065], [0.52256, -2.81574, 0.04135], [0.82148, -1.96505, 0.44590], [0.60899, -0.96024, -0.31118], [2.27587, 0.55704, 0.05386], [-1.26882, 0.02173, -0.61163], [-2.16651, -0.34290, -0.94298], [-1.61027, 1.90822, 0.32262], [0.21665, 1.14919, 0.63994], [0.06355, -0.91110, -1.17292], [-1.04830, 1.08148, 0.11088]], "homo_lumo_gap_ha": 0.315, "homo_ha": -0.52073, "charge": 1, "e_lumo_ev": -5.59}

According to the calculations, the structures order from most to least stable as <A>, <B>.

<A>
{"formula": "C5H37N2O12", "method": "wB97M-V/def2-TZVPD", "elements": ["N", "C", "H", "C", "O", "H", "C", "H", "O", "H", "O", "H", "O", "H", "H", "H", "O", "C", "O", "H", "H", "H", "H", "H", "H", "H", "H", "H", "O", "O", "O", "H", "H", "O", "H", "H", "H", "H", "O", "H", "H", "H", "H", "H", "H", "O", "H", "H", "C", "H", "N", "H", "H", "H", "H", "H"], "positions_angstrom": [[-0.17375, 2.97196, 0.99398], [0.80905, 2.32755, 0.36805], [-0.86888, 2.29178, 1.36291], [0.08243, -0.02363, 1.09338], [1.99068, -0.94959, -3.34962], [-0.18290, 0.26493, -1.77684], [0.82537, -3.75208, 1.11660], [1.91086, -0.87466, -4.36503], [-3.52199, -1.23885, 1.88346], [2.70233, -0.88611, -1.62964], [0.75540, 0.27872, 4.13228], [-3.41442, -0.52917, -1.10142], [-2.27656, 3.25240, -0.89529], [1.62949, 2.98805, -0.32588], [1.44106, 0.72224, -0.50653], [3.09159, 1.13475, -2.07934], [-2.24439, 0.78936, 2.72189], [0.42693, -2.53914, 1.88809], [3.36666, 1.47327, 1.24914], [2.87065, -2.45347, -1.19088], [-2.76630, -0.07492, 2.58009], [-2.80808, 2.80486, -0.29511], [-4.81235, -1.27297, -1.02246], [1.15484, -0.65667, -3.05445], [-0.04358, 0.32285, 2.13833], [-2.67916, -2.01032, -2.90271], [1.21589, -1.56424, 0.12938], [1.66500, -4.32145, 1.63296], [-3.75380, -1.41817, -0.86313], [-0.35113, 2.90981, -2.84067], [-0.16581, 0.18279, -2.70748], [-0.06220, 3.87161, -3.10040], [4.02087, 1.28891, 1.95675], [-1.92813, -1.71921, -3.40995], [-1.48904, -0.91159, -2.84956], [1.59339, 0.71261, 3.84904], [0.65142, -2.56213, 3.00573], [-2.79134, 3.57808, -1.54433], [2.18087, 1.51726, -1.93451], [-3.92346, -1.94834, 2.26757], [0.02278, -4.47508, 0.96231], [1.77044, 1.74645, -2.89467], [2.03174, -0.81188, 1.57274], [3.14329, 0.53280, 0.80194], [0.10086, 1.03120, -3.16611], [2.86812, -1.51085, -0.90786], [-3.42064, -1.12366, 0.97357], [1.29782, -3.59885, 0.07872], [0.96229, -1.20956, 1.17184], [-0.97283, -0.20771, 0.73516], [0.65839, 0.98949, 0.12926], [0.87790, -0.33384, 4.88188], [0.05441, 3.88664, 1.24157], [-2.14681, 0.62170, 3.75801], [-0.69672, 2.90411, -2.03811], [-0.67851, -2.41805, 2.07533]], "homo_lumo_gap_ha": 0.370, "homo_ha": -0.47089, "charge": 1, "e_lumo_ev": -2.74}

<B>
{"formula": "C5H37N2O12", "method": "wB97M-V/def2-TZVPD", "elements": ["O", "H", "H", "O", "H", "N", "C", "H", "H", "H", "O", "H", "H", "O", "O", "H", "C", "H", "O", "O", "N", "H", "H", "O", "H", "O", "H", "H", "H", "H", "H", "H", "H", "C", "H", "H", "H", "H", "H", "H", "H", "H", "O", "C", "H", "O", "H", "H", "H", "H", "C", "O", "H", "H", "H", "H"], "positions_angstrom": [[0.27177, -3.25602, -0.13900], [0.98258, -2.55904, 0.40035], [3.54953, -2.78186, -3.19631], [0.50121, 3.19501, 2.63232], [2.59113, 2.51036, 0.96237], [-2.71263, -2.19341, 0.66455], [-0.52952, -0.25254, 1.00071], [1.32504, -2.42612, -3.23674], [-2.36869, 3.63355, -0.91543], [-3.17021, -1.18853, 2.34703], [-2.19188, 4.52014, 0.72191], [-2.01787, -3.57200, -0.79349], [0.33364, 3.13555, 3.59477], [0.08838, 0.04598, -1.71153], [3.10513, -2.13878, -3.65214], [0.50716, -0.32310, 2.93840], [-2.41166, -2.53613, -0.65019], [-2.27410, 1.49321, -2.30506], [-1.79813, 2.88939, -1.35416], [3.04776, 2.97711, 1.53314], [-2.40390, -1.61704, -1.66679], [3.78315, 0.69878, 1.89852], [3.44757, -1.73272, 1.58682], [-2.26225, 0.75237, -2.96270], [-0.43678, -0.97549, 0.27741], [0.57789, -2.47428, -2.72838], [-2.10979, -1.84070, -2.62422], [-2.72041, 1.01142, -3.79880], [-2.48755, -0.61164, -1.61817], [-2.99887, 4.26524, 1.10078], [-2.06907, 0.85606, 0.07894], [-4.02979, -0.61720, 0.98235], [4.31657, -2.83176, 2.17226], [-0.05768, -1.01547, 2.25611], [-0.43614, 0.61703, -2.27555], [-0.99016, -1.36778, 2.65648], [0.01558, 0.69652, 0.72987], [0.71556, -2.86463, -1.91882], [-1.37178, 4.33739, 1.26758], [-2.71767, -2.98918, 1.41121], [1.17879, 2.32588, -0.45428], [3.74369, -1.48631, -3.72177], [1.94802, 1.80841, -0.76200], [-1.99021, 0.19137, 1.08465], [0.99033, -3.92620, 0.17637], [3.50395, 0.15019, 1.12262], [1.36370, 3.70889, 2.47049], [0.33046, -0.69049, -2.26525], [3.61810, 3.68847, 1.12155], [-0.90231, 3.03986, -0.88436], [-3.02588, -0.85223, 1.22954], [3.44109, -2.60146, 2.09391], [1.55514, 1.11437, -1.30222], [3.06623, 0.84690, 0.38757], [0.63507, -1.80337, 2.05121], [-2.04929, 1.01600, 1.98556]], "homo_lumo_gap_ha": 0.402, "homo_ha": -0.49025, "charge": 1, "e_lumo_ev": -2.41}

According to the calculations, the structures order from most to least stable as <B>, <A>.